10 unconnected molecules or ions with the total composition C3H25NO10. Source: OMol25; level of theory: wB97M-V/def2-TZVPD.

Geometry as XYZ:
```
39
C3H25NO10 wB97M-V/def2-TZVPD
C -0.963 0.954 0.719
N 0.379 0.421 0.660
C 1.411 1.255 0.036
C 0.564 -0.795 1.161
O -0.388 -1.599 1.112
H -1.450 1.190 -0.193
H -1.010 1.920 1.344
H -1.534 0.162 1.375
H 1.169 2.360 0.007
H 1.641 0.991 -1.069
H 2.335 1.098 0.666
H 1.627 -0.943 1.461
O -1.943 3.295 -2.276
H -1.238 2.739 -2.123
H -2.238 2.873 -3.089
O -3.843 -1.127 2.745
H -3.323 -1.931 3.025
H -4.299 -1.461 2.051
O -3.139 -1.175 -2.207
H -2.550 -1.185 -1.407
H -2.749 -1.820 -2.709
O 1.311 -3.054 -2.308
H 0.838 -3.257 -1.502
H 1.163 -3.745 -3.004
O 5.150 1.257 0.303
H 4.978 0.951 1.172
H 5.556 0.475 -0.124
O 0.890 2.836 3.526
H 1.265 2.631 4.331
H 1.407 2.392 2.810
O -1.426 -2.551 3.374
H -0.989 -2.144 2.626
H -1.515 -1.843 3.967
O -2.151 1.161 -3.903
H -2.246 0.686 -3.176
H -1.456 0.769 -4.380
O 3.125 -1.065 -1.415
H 2.554 -0.657 -2.059
H 3.090 -2.066 -1.530
```

Values from the calculation:
- E (hartree) = -936.3725
- orbital gap (eV) = 9.6
- net charge = 0
- SMILES string = CN(C)C=O.O.O.O.O.O.O.O.O.O
- energy relative to the best compared isomer or geometry (same formula, charge and spin) (kcal/mol) = 89.1
- maximum force (eV/Å) = 6.54

Results of the Löwdin charge analysis, in e, for atoms 1 through 2: -0.0432 -0.1984

9 unconnected molecules or ions with the total composition C3H25O9. Source: OMol25; level of theory: wB97M-V/def2-TZVPD.

Geometry as XYZ:
```
37
C3H25O9 wB97M-V/def2-TZVPD
O -0.055 1.479 -0.810
H -0.099 0.756 -1.509
H 0.415 1.160 0.045
H 0.403 2.291 -1.180
O -2.759 1.281 -2.497
H -3.354 1.237 -3.256
H -3.069 2.041 -1.986
O -0.888 2.960 1.548
H -0.514 3.795 1.247
H -1.104 3.115 2.480
O -1.451 0.281 2.217
H -1.184 1.205 2.088
H -1.883 0.024 1.382
O 0.260 -0.430 -2.601
H 1.058 -0.699 -3.072
H -0.356 -1.165 -2.711
O 0.752 3.876 -1.649
H 1.515 4.233 -1.173
H 0.172 4.633 -1.796
O -2.728 -0.461 -0.214
H -2.811 0.021 -1.057
H -2.595 -1.383 -0.463
O 1.425 0.845 1.202
H 1.591 -0.108 1.382
H 1.972 1.317 1.837
C -0.022 -2.428 1.346
C 1.446 -2.854 1.274
C 1.949 -3.116 -0.151
O 2.246 -1.763 1.779
H -0.665 -3.116 0.793
H -0.151 -1.506 0.769
H -0.355 -2.238 2.360
H 1.557 -3.740 1.905
H 1.873 -2.199 -0.740
H 1.283 -3.838 -0.629
H 3.002 -3.384 -0.099
H 3.125 -2.122 1.939
```

Values from the calculation:
- E (hartree) = -806.2339
- orbital gap (eV) = 9.8
- net charge = +1
- energy relative to the best compared isomer or geometry (same formula, charge and spin) (kcal/mol) = 0.0
- maximum force (eV/Å) = 1.18

Results of the Löwdin charge analysis, in e, for atoms 1 through 2: 0.1545 0.0862

11 unconnected molecules or ions with the total composition C3H26N2O13. Source: OMol25; level of theory: wB97M-V/def2-TZVPD.

Geometry as XYZ:
```
44
C3H26N2O13 wB97M-V/def2-TZVPD
N -2.759 -2.021 -0.693
C -1.983 -1.065 -1.303
O -0.851 -1.300 -1.642
C -2.708 0.285 -1.581
N -1.796 1.215 -2.426
C -0.476 1.521 -2.149
O 0.351 2.048 -2.896
O -0.115 1.209 -0.870
H -3.657 -1.650 -0.258
H -2.342 -2.874 -0.310
H -2.776 0.743 -0.603
H -3.605 0.330 -2.188
H -2.060 1.223 -3.513
H -0.501 0.567 -0.190
O -3.573 0.766 1.348
H -2.745 0.288 1.213
H -3.599 0.800 2.310
O 0.897 -1.888 0.227
H 0.519 -1.296 -0.552
H 1.816 -2.130 -0.041
O 2.515 1.155 -1.087
H 1.509 1.050 -1.106
H 2.920 1.948 -1.684
O 2.423 2.570 1.135
H 2.248 1.984 0.417
H 2.022 3.375 1.109
O 2.757 -1.959 -1.886
H 2.615 -1.108 -2.105
H 1.835 -2.316 -1.717
O -1.187 -0.277 1.044
H -0.977 -1.323 1.136
H -0.394 0.182 1.529
O 3.452 -1.528 1.862
H 3.041 -1.071 1.000
H 4.067 -0.791 2.050
O -0.760 -2.648 1.632
H 0.050 -3.221 1.511
H -1.155 -2.987 2.475
O -0.598 2.625 2.409
H 0.343 2.692 2.121
H -1.368 2.223 1.983
O 2.341 -0.199 3.791
H 1.841 0.633 3.900
H 2.038 -0.656 3.015
```

Values from the calculation:
- E (hartree) = -1217.4870
- orbital gap (eV) = 10.1
- net charge = 0
- SMILES string = NC(=O)CNC(=O)O.O.O.O.O.O.O.O.O.O.O
- energy relative to the best compared isomer or geometry (same formula, charge and spin) (kcal/mol) = 65.3
- maximum force (eV/Å) = 5.74

Results of the Löwdin charge analysis, in e, for atoms 1 through 2: 0.1700 -0.5166

10 unconnected molecules or ions with the total composition C3H26O12S. Source: OMol25; level of theory: wB97M-V/def2-TZVPD.

Geometry as XYZ:
```
42
C3H26O12S wB97M-V/def2-TZVPD
O -8.729 -39.031 23.771
S -8.982 -39.851 22.609
O -10.305 -40.541 22.539
O -8.732 -39.039 21.208
C -9.321 -39.623 20.060
C -8.591 -39.145 18.818
C -7.565 -41.105 22.442
H -10.301 -39.162 19.936
H -9.531 -40.692 20.095
H -9.063 -39.505 17.904
H -7.547 -39.439 18.928
H -8.680 -38.090 18.560
H -6.804 -40.548 22.989
H -7.380 -41.247 21.377
H -7.886 -41.966 23.029
O -9.568 -39.353 13.274
H -9.847 -39.723 12.436
H -10.341 -38.896 13.605
O -8.274 -35.339 16.359
H -8.749 -35.870 16.998
H -8.386 -35.804 15.530
O -12.055 -37.672 13.930
H -12.763 -37.647 13.286
H -11.974 -36.768 14.233
O -11.533 -40.723 15.585
H -10.899 -41.311 15.173
H -12.374 -40.970 15.202
O -9.275 -37.941 15.552
H -9.166 -38.544 14.816
H -10.126 -38.171 15.926
O -12.129 -38.057 16.674
H -12.619 -38.789 17.047
H -12.022 -38.286 15.751
O -6.831 -39.311 15.715
H -6.789 -38.374 15.523
H -7.656 -39.423 16.186
O -10.669 -36.277 17.939
H -11.193 -36.898 17.433
H -10.972 -36.387 18.841
O -9.174 -41.703 14.601
H -8.283 -42.051 14.641
H -9.069 -40.815 14.258
```

Values from the calculation:
- E (hartree) = -1430.5355
- multiplicity = 2
- orbital gap (alpha / beta) (eV) = 11.5 / 2.4
- net charge = +1
- ⟨S²⟩ = 0.755
- maximum force (eV/Å) = 4.36

Results of the Löwdin charge analysis, in e, for atoms 1 through 2: -0.2349 0.7317

10 unconnected molecules or ions with the total composition C3H27NO10S. Source: OMol25; level of theory: wB97M-V/def2-TZVPD.

Geometry as XYZ:
```
42
C3H27NO10S wB97M-V/def2-TZVPD
C -0.340 -0.334 1.252
O -0.134 0.527 0.175
C 0.195 -1.785 0.972
C -1.093 -2.676 0.787
S -0.623 -4.312 0.195
N 1.188 -2.162 1.910
H 0.150 0.224 2.049
H -1.377 -0.361 1.573
H -0.342 0.117 -0.682
H 0.736 -1.670 0.039
H -1.688 -2.230 -0.009
H -1.644 -2.942 1.688
H -0.500 -4.118 -1.129
H 1.952 -2.657 1.471
H 0.968 -2.615 2.796
H -0.769 2.941 -1.917
H -0.548 2.148 -0.722
O -0.216 2.963 -1.119
H -2.833 3.132 -0.552
H -3.820 2.536 0.333
O -3.657 2.633 -0.622
H 3.169 -1.177 2.873
H 3.617 -0.754 1.495
O 3.935 -1.195 2.294
H 4.218 2.002 -1.624
H 2.714 2.089 -1.299
O 3.356 1.647 -1.861
H 2.151 1.215 -3.375
H 1.211 2.173 -3.871
O 1.391 1.227 -3.972
H -1.161 1.737 3.126
H -0.983 2.830 2.278
O -1.715 2.237 2.501
H -3.247 0.426 -0.290
H -3.222 -0.650 0.764
O -3.163 -0.531 -0.190
H 1.745 4.474 0.625
H 0.649 3.426 0.514
O 1.360 3.735 1.108
H 0.304 -0.063 -3.241
H -0.082 -1.464 -2.797
O -0.335 -0.545 -2.666
```

Values from the calculation:
- E (hartree) = -1335.4872
- multiplicity = 2
- orbital gap (alpha / beta) (eV) = 10.9 / 5.0
- net charge = +1
- ⟨S²⟩ = 0.756
- maximum force (eV/Å) = 2.34

Results of the Löwdin charge analysis, in e, for atoms 1 through 2: -0.1959 -0.0472

11 unconnected molecules or ions with the total composition C3H27NO11S. Source: OMol25; level of theory: wB97M-V/def2-TZVPD.

Geometry as XYZ:
```
43
C3H27NO11S wB97M-V/def2-TZVPD
N -0.172 0.117 -0.743
C -1.102 0.403 0.211
O -0.883 1.249 1.116
C -2.498 -0.185 0.159
C -2.388 -1.225 1.229
S -3.682 -2.450 1.156
H -0.407 -0.716 -1.235
H 0.650 0.599 -0.955
H -2.713 -0.628 -0.834
H -3.263 0.452 0.286
H -1.347 -1.697 1.164
H -2.303 -0.801 2.243
H -3.101 -3.422 0.471
O 1.357 3.943 1.308
H 1.984 3.710 2.015
H 0.704 3.210 1.145
O -1.019 -2.963 -1.834
H -0.596 -3.395 -2.661
H -0.286 -3.051 -1.233
O 1.731 -2.207 2.316
H 1.701 -3.137 2.710
H 2.595 -1.877 2.476
O 1.916 2.564 -0.906
H 1.724 3.338 -1.493
H 2.872 2.709 -0.762
O 0.988 -3.275 -0.015
H 1.833 -3.449 -0.586
H 1.233 -2.586 0.757
O 3.965 0.103 1.396
H 3.600 -0.128 2.130
H 3.755 0.998 1.258
O -1.212 -0.639 -3.799
H -0.629 -0.474 -3.048
H -2.040 -0.591 -3.537
O 0.971 0.775 3.688
H 0.712 0.597 2.789
H 0.393 1.688 3.750
O -2.578 2.985 -0.929
H -2.804 2.738 0.014
H -1.903 2.334 -1.273
O 0.950 1.685 -3.421
H 0.890 1.542 -2.471
H 0.400 1.157 -4.053
```

Values from the calculation:
- E (hartree) = -1410.9986
- orbital gap (eV) = 9.0
- net charge = 0
- SMILES string = NC(=O)CCS.O.O.O.O.O.O.O.O.O.O
- energy relative to the best compared isomer or geometry (same formula, charge and spin) (kcal/mol) = 117.0
- maximum force (eV/Å) = 8.41

Results of the Löwdin charge analysis, in e, for atoms 1 through 2: 0.2170 -0.5082